Arrangement one

41
Properties=species:S:1:pos:R:3:nbo_charge:R:1 method="wB97M-V/def2-TZVPD" total_charge=-1 homo_lumo_gap_ev=9.79 homo_ev=-7.137 e_lumo_ev=2.654
O -0.924 0.568 0.046 -1.20
H 0.632 -0.279 0.343 0.52
O 4.257 0.187 -0.631 -0.96
H -0.914 1.188 -0.662 0.47
H -3.142 0.298 0.145 0.52
O 2.385 3.042 1.186 -0.97
H -3.889 -0.401 1.365 0.46
H -3.885 -1.885 0.033 0.47
O -3.580 -2.547 -0.685 -0.98
H -0.219 1.339 -2.502 0.46
H -2.727 -2.216 -0.852 0.47
O -1.177 1.497 -2.634 -0.94
H -1.561 -1.803 -1.906 0.52
H 4.901 -0.313 -1.127 0.48
O -0.990 -1.930 -0.075 -1.10
H 1.575 -0.812 1.593 0.48
H 3.101 -2.051 1.194 0.49
O -1.828 -1.037 -2.577 -1.01
H 1.150 -2.951 -2.867 0.47
H -1.473 -1.786 0.790 0.46
O -3.990 0.058 0.569 -0.98
H 1.679 3.517 1.485 0.47
H -2.878 2.241 2.791 0.46
O 1.870 -2.650 -2.230 -0.95
H 1.337 -2.081 -1.664 0.49
H 1.997 2.090 1.007 0.50
O -0.534 2.703 1.374 -0.99
H -0.746 3.355 0.662 0.46
H -0.555 1.862 1.048 0.49
O 3.317 -2.984 0.994 -0.99
H -2.696 -1.136 -2.983 0.49
H -3.439 2.628 1.610 0.47
O 1.554 -0.457 0.626 -1.03
H 3.747 0.984 0.832 0.51
H 2.771 -3.409 0.261 0.50
O -3.522 2.873 2.593 -0.93
H -1.399 0.650 -2.534 0.48
H -0.925 -0.740 -0.240 0.49
O 3.765 1.021 1.849 -1.03
H 3.542 -0.455 -0.493 0.50
H 3.414 1.823 2.269 0.49

***

Arrangement two

41
Properties=species:S:1:pos:R:3:nbo_charge:R:1 method="wB97M-V/def2-TZVPD" total_charge=-1 homo_lumo_gap_ev=9.09 homo_ev=-6.461 e_lumo_ev=2.631
O -2.886 1.954 -2.286 -0.94
H -2.817 1.109 -2.558 0.47
O 1.895 -0.349 0.789 -1.06
H -4.765 -1.227 0.303 0.47
H -1.173 -1.855 -0.632 0.50
O 3.510 2.356 2.065 -0.96
H -2.095 -2.268 0.439 0.46
H -1.445 0.886 1.587 0.46
O -1.755 0.098 1.896 -1.01
H 0.524 -1.050 -5.239 0.46
H -1.365 -0.282 2.819 0.52
O 0.406 1.073 -0.441 -1.16
H 1.670 3.544 2.835 0.48
H 2.397 0.486 0.825 0.43
O 0.735 -1.004 -2.149 -1.05
H 1.428 -0.992 -1.401 0.49
H 0.530 0.074 -1.978 0.53
O -5.090 -0.393 0.275 -0.94
H 2.415 -2.824 -2.828 0.48
H -5.342 -0.109 -0.582 0.47
O -1.765 -2.613 -0.333 -0.94
H 2.798 2.116 1.478 0.48
H -0.437 1.001 -0.077 0.45
O 0.995 3.302 -1.202 -1.02
H 0.811 2.329 -1.028 0.49
H 4.187 1.660 2.083 0.48
O 0.177 -2.953 1.707 -0.98
H 0.944 -2.403 1.162 0.50
H -0.446 -2.579 1.057 0.48
O -1.006 -1.514 4.017 -1.00
H -1.247 -2.140 4.635 0.47
H -0.333 -1.990 3.312 0.53
O 0.770 4.091 2.662 -0.94
H 0.471 3.443 2.015 0.46
H -2.769 2.599 -2.946 0.47
O 2.949 -2.742 -2.054 -0.95
H 0.645 3.745 -0.488 0.44
H 2.403 -2.724 -1.229 0.48
O 1.376 -0.889 -4.750 -0.97
H 1.320 0.261 0.136 0.48
H 1.382 -1.223 -3.894 0.49

***

Stability, highest: arrangement one

***

Arrangement one

17
Properties=species:S:1:pos:R:3:nbo_charge:R:1 method="wB97M-V/def2-TZVPD" smiles="O=CC1[C@@H]2OCCO[C@@H]12" homo_lumo_gap_ev=10.03 homo_ev=-9.174 e_lumo_ev=0.852
C 0.525 2.565 0.185 0.42
C 0.962 1.255 0.705 -0.34
C -0.220 0.328 0.719 0.06
C -1.148 -1.515 0.327 -0.11
C -0.307 -1.520 -1.039 -0.12
C 0.903 0.072 -0.157 0.03
H 0.346 2.581 -0.922 0.13
H 1.943 1.129 1.256 0.27
H -1.048 0.702 0.103 0.18
H -1.252 -2.529 0.699 0.21
H -2.096 -1.072 -0.012 0.17
H 0.387 -2.383 -1.120 0.19
H -1.043 -1.480 -1.913 0.21
H 1.629 -0.608 0.273 0.17
O 0.569 3.553 0.868 -0.50
O -0.591 -0.790 1.444 -0.48
O 0.440 -0.289 -1.415 -0.51

***

Arrangement two

17
Properties=species:S:1:pos:R:3:nbo_charge:R:1 method="wB97M-V/def2-TZVPD" smiles="C[C@@H]1C(=O)O[C@@H]2C[C@@]12O" homo_lumo_gap_ev=9.26 homo_ev=-9.016 e_lumo_ev=0.239
C -0.033 -1.926 -0.921 -0.63
C -0.331 -0.454 -0.662 -0.31
C 0.214 0.691 -1.489 0.76
C -0.270 1.535 0.357 0.01
C -0.236 1.177 1.835 -0.41
C 0.106 0.246 0.744 0.21
H -0.918 -2.454 -0.678 0.21
H 0.878 -2.209 -0.274 0.23
H -0.088 -1.912 -2.071 0.24
H -1.465 -0.247 -0.864 0.24
H -1.293 1.538 0.392 0.16
H 0.825 1.148 2.205 0.26
H -1.173 1.570 2.478 0.26
H 1.461 -1.143 1.537 0.49
O 0.567 0.979 -2.667 -0.57
O 0.351 1.756 -0.758 -0.44
O 1.404 -0.295 0.837 -0.73

***

Arrangement three

17
Properties=species:S:1:pos:R:3:nbo_charge:R:1 method="wB97M-V/def2-TZVPD" smiles="C=C1C[C@H](CO)OC1=O" homo_lumo_gap_ev=10.24 homo_ev=-10.210 e_lumo_ev=0.033
C -0.945 0.048 -1.791 -0.07
C -0.268 -0.589 -0.536 0.02
C 0.979 0.144 -0.179 -0.49
C 0.901 0.120 1.329 -0.14
C 1.742 0.518 2.275 -0.23
C -0.595 -0.028 1.696 0.76
H -1.910 -0.799 -3.067 0.48
H -1.264 1.284 -1.713 0.16
H -0.278 0.258 -2.722 0.17
H -0.520 -1.776 -0.890 0.22
H 1.084 1.283 -0.841 0.25
H 1.875 -0.519 -0.241 0.25
H 2.596 0.495 2.197 0.14
H 1.126 0.256 3.397 0.22
O -2.104 -0.621 -2.111 -0.71
O -1.175 0.251 2.767 -0.54
O -1.243 -0.323 0.429 -0.50

***

Stability, highest: arrangement one

***

Arrangement one

59
Properties=species:S:1:pos:R:3:nbo_charge:R:1 method="wB97M-V/def2-TZVPD" smiles="CCC[C@@H](c1nnnn1Cc1ccc(OC)cc1)N1CCN(C(=O)c2ccco2)CC1" homo_lumo_gap_ev=9.21 homo_ev=-8.563 e_lumo_ev=0.649
C 4.078 -0.131 0.727 -0.61
H 5.011 0.352 1.007 0.21
C 2.982 0.200 1.735 -0.39
C 1.641 -0.417 1.340 -0.40
H 1.805 -1.475 1.124 0.22
H 0.943 -0.370 2.176 0.22
C 0.997 0.278 0.117 -0.11
C 0.905 -0.693 -1.002 0.35
N 1.575 -0.636 -2.131 -0.31
N 1.229 -1.710 -2.828 -0.06
N 0.388 -2.415 -2.197 -0.08
N 0.146 -1.816 -1.028 -0.20
C -0.751 -2.357 -0.043 -0.24
C -0.060 -3.385 0.821 -0.10
C 0.668 -4.410 0.238 -0.13
C 1.314 -5.357 1.013 -0.32
C 1.231 -5.293 2.400 0.31
C 0.493 -4.263 2.989 -0.25
C -0.141 -3.321 2.207 -0.18
H -0.707 -2.530 2.677 0.21
H 0.435 -4.225 4.065 0.23
O 1.819 -6.165 3.260 -0.49
C 2.567 -7.234 2.730 -0.25
H 3.421 -6.876 2.146 0.18
H 1.948 -7.889 2.109 0.18
H 2.930 -7.793 3.591 0.20
H 1.874 -6.138 0.524 0.22
H 0.737 -4.469 -0.839 0.22
H -1.578 -2.824 -0.588 0.23
H -1.125 -1.529 0.563 0.25
N -0.333 0.798 0.459 -0.45
C -0.289 1.919 1.389 -0.23
C 0.151 3.240 0.742 -0.25
N -0.706 3.540 -0.387 -0.43
C -1.472 4.657 -0.344 0.64
O -1.366 5.461 0.573 -0.63
C -2.435 4.950 -1.421 0.14
C -3.035 6.167 -1.628 -0.22
C -3.915 6.002 -2.718 -0.32
C -3.799 4.699 -3.094 0.11
O -2.912 4.055 -2.322 -0.40
H -4.277 4.128 -3.867 0.21
H -4.546 6.746 -3.157 0.23
H -2.852 7.055 -1.059 0.25
C -0.706 2.476 -1.361 -0.24
H -1.363 2.702 -2.194 0.24
C -1.159 1.174 -0.680 -0.23
H -1.174 0.371 -1.417 0.21
H -2.178 1.309 -0.303 0.20
H 0.314 2.349 -1.747 0.20
H 0.065 4.059 1.457 0.26
H 1.188 3.174 0.396 0.19
H 0.378 1.683 2.217 0.21
H -1.301 2.043 1.787 0.21
H 1.669 1.076 -0.236 0.21
H 3.270 -0.189 2.714 0.21
H 2.880 1.284 1.828 0.19
H 3.805 0.199 -0.272 0.21
H 4.244 -1.205 0.692 0.21

***

Arrangement two

59
Properties=species:S:1:pos:R:3:nbo_charge:R:1 method="wB97M-V/def2-TZVPD" homo_lumo_gap_ev=7.56 homo_ev=-8.062 e_lumo_ev=-0.504
C -0.840 -5.837 -1.324 -0.61
H -0.631 -6.856 -1.639 0.21
H -1.307 -5.316 -2.155 0.20
H -1.536 -5.861 -0.491 0.22
C 0.455 -5.160 -0.889 -0.21
N 0.208 -3.899 -0.210 -0.45
C -0.224 -2.847 -1.108 -0.22
H -1.089 -3.192 -1.674 0.21
C -0.632 -1.597 -0.318 -0.23
N 0.477 -1.162 0.495 -0.38
C 1.239 -0.087 0.233 0.51
N 2.513 -0.155 0.657 -0.57
C 3.391 0.729 0.263 0.44
N 3.093 1.691 -0.673 -0.39
C 4.050 2.518 -1.170 0.05
C 5.333 2.445 -0.740 -0.28
C 5.675 1.499 0.251 -0.14
C 4.732 0.654 0.756 -0.04
C 5.023 -0.371 1.801 -0.63
H 4.773 -1.361 1.425 0.23
H 4.401 -0.194 2.676 0.23
H 6.070 -0.344 2.089 0.21
H 6.692 1.450 0.608 0.22
H 6.079 3.106 -1.145 0.23
H 3.691 3.223 -1.905 0.26
C 1.726 1.923 -1.077 0.67
O 1.506 2.835 -1.850 -0.61
C 0.767 1.057 -0.461 -0.38
C -0.588 1.490 -0.553 0.00
C -1.592 1.287 0.346 -0.36
C -1.417 0.616 1.562 0.29
N -1.315 0.113 2.594 -0.35
C -2.936 1.852 0.050 0.68
O -3.208 2.352 -1.027 -0.64
N -3.821 1.784 1.076 -0.61
H -3.568 1.259 1.901 0.41
C -5.213 2.098 0.892 -0.26
C -6.069 0.821 0.782 -0.07
O -5.612 -0.094 -0.178 -0.54
C -5.742 0.336 -1.517 -0.27
H -6.763 0.681 -1.719 0.16
H -5.034 1.134 -1.761 0.20
H -5.526 -0.534 -2.133 0.19
H -7.111 1.114 0.577 0.17
H -6.034 0.274 1.729 0.18
H -5.576 2.695 1.734 0.20
H -5.285 2.688 -0.024 0.23
H -0.817 2.155 -1.379 0.27
C 0.953 -2.212 1.365 -0.23
H 1.799 -1.834 1.936 0.25
C 1.354 -3.442 0.552 -0.23
H 1.667 -4.237 1.231 0.21
H 2.207 -3.182 -0.102 0.17
H 0.134 -2.476 2.039 0.22
H -0.929 -0.819 -1.019 0.23
H -1.478 -1.841 0.332 0.22
H 0.577 -2.573 -1.822 0.16
H 1.122 -5.028 -1.761 0.16
H 0.965 -5.813 -0.176 0.19

***

Stability, highest: arrangement two

***

Arrangement one

16
Properties=species:S:1:pos:R:3:nbo_charge:R:1 method="wB97M-V/def2-TZVPD" smiles="[H]/N=C/ON.CON" homo_lumo_gap_ev=10.60 homo_ev=-9.625 e_lumo_ev=0.972
C 1.014 -1.732 0.132 -0.25
N -0.853 -1.226 -1.243 -0.54
O -0.204 -1.026 0.083 -0.46
H -1.842 -1.223 -1.002 0.35
H -0.670 -0.363 -1.773 0.37
H 1.408 -1.584 1.136 0.19
H 0.854 -2.799 -0.045 0.18
H 1.713 -1.344 -0.616 0.17
N -0.902 1.543 1.779 -0.52
C 0.291 1.435 -0.182 0.43
O -0.923 1.629 0.350 -0.38
N 0.393 1.407 -1.444 -0.75
H -0.943 0.544 1.995 0.35
H -1.787 1.958 2.059 0.36
H 1.343 1.310 -1.784 0.36
H 1.108 1.471 0.555 0.16

***

Arrangement two

16
Properties=species:S:1:pos:R:3:nbo_charge:R:1 method="wB97M-V/def2-TZVPD" homo_lumo_gap_ev=7.87 homo_ev=-7.611 e_lumo_ev=0.261
C 1.444 0.683 -0.467 -0.43
N 0.825 -0.350 0.391 -0.14
O 1.719 -1.444 0.624 -0.54
H 2.325 -1.136 1.314 0.47
H 0.438 0.091 1.263 0.46
H 1.625 0.255 -1.447 0.25
H 0.737 1.506 -0.543 0.25
H 2.366 1.010 0.012 0.20
N -1.956 1.312 0.478 -0.54
C -0.510 -0.893 -0.145 0.32
O -1.253 0.286 1.149 -0.66
N -0.781 -0.589 -1.361 -0.85
H -1.768 1.157 -0.528 0.33
H -2.945 1.085 0.590 0.32
H -1.527 -1.168 -1.729 0.36
H -0.738 -1.806 0.398 0.19

***

Stability, highest: arrangement one

***

Arrangement one

11
Properties=species:S:1:pos:R:3:nbo_charge:R:1 method="wB97M-V/def2-TZVPD" smiles=CSS.N homo_lumo_gap_ev=8.76 homo_ev=-8.282 e_lumo_ev=0.476
N -2.747 1.118 4.954 -1.07
H -2.614 0.142 4.738 0.36
H -3.138 1.555 4.134 0.36
H -1.872 1.555 5.194 0.36
C -0.273 -1.980 -0.415 -0.69
S 1.055 -0.774 -0.877 0.00
S 0.709 1.101 -1.652 -0.13
H 0.333 -2.728 0.083 0.24
H -0.791 -2.296 -1.305 0.22
H -0.911 -1.506 0.313 0.22
H 1.773 1.141 -2.456 0.14

***

Arrangement two

11
Properties=species:S:1:pos:R:3:nbo_charge:R:1 method="wB97M-V/def2-TZVPD" smiles=CN.SS homo_lumo_gap_ev=7.92 homo_ev=-8.729 e_lumo_ev=-0.804
S 4.155 -0.193 -0.651 -0.08
S 2.128 0.282 0.091 -0.27
H 3.681 0.001 -1.884 0.13
H 1.208 1.289 0.210 0.18
C -2.083 0.141 0.423 -0.41
N -0.768 -0.487 0.221 -0.85
H -2.891 -0.465 0.016 0.18
H -2.191 0.313 1.497 0.20
H -2.041 1.133 -0.015 0.19
H -0.459 -1.224 0.831 0.37
H -0.739 -0.791 -0.740 0.36

***

Stability, highest: arrangement one

***

Arrangement one

14
Properties=species:S:1:pos:R:3:nbo_charge:R:1 method="wB97M-V/def2-TZVPD" total_charge=+1 homo_lumo_gap_ev=9.93 homo_ev=-14.397 e_lumo_ev=-4.469
C -0.155 1.876 0.143 0.69
C -1.279 1.195 0.908 -0.72
C 0.641 -0.394 0.019 0.30
N 0.778 0.878 -0.304 -0.61
N 1.456 -1.319 -0.444 -0.73
O 0.061 3.061 0.025 -0.46
Se -0.913 -0.752 0.866 0.57
H -1.496 1.711 1.943 0.32
H -2.116 1.639 0.374 0.30
H -0.718 -2.931 -1.035 -0.01
H 1.428 1.320 -0.950 0.46
H 1.330 -2.278 0.035 0.43
H 2.385 -1.329 -0.807 0.45
H -1.402 -2.678 -0.773 0.01

***

Arrangement two

14
Properties=species:S:1:pos:R:3:nbo_charge:R:1 method="wB97M-V/def2-TZVPD" total_charge=+1 smiles="NC(=O)C[Se]C=[NH2+]" homo_lumo_gap_ev=8.67 homo_ev=-13.920 e_lumo_ev=-5.253
C 1.300 -0.991 0.278 0.63
C 0.126 -1.757 -0.329 -0.71
C -1.065 0.896 0.043 0.01
N 1.601 0.173 -0.321 -0.81
N -1.791 1.897 0.521 -0.66
O 1.665 -1.216 1.405 -0.54
Se -1.376 -0.909 0.514 0.60
H 0.002 -1.724 -1.436 0.25
H 0.098 -2.896 -0.286 0.32
H -0.495 1.220 -0.868 0.26
H 2.313 0.733 -0.012 0.42
H -1.465 2.870 0.538 0.44
H -2.403 1.684 1.226 0.41
H 1.491 0.020 -1.273 0.38

***

Stability, highest: arrangement two

***

Arrangement one

8
Properties=species:S:1:pos:R:3:nbo_charge:R:1 method="wB97M-V/def2-TZVPD" homo_lumo_gap_ev="7.62 / 7.61" homo_ev="-9.513 / -9.512" e_lumo_ev="-1.898 / -1.900"
C -2.629 -0.096 0.874 -0.34
C -1.595 0.169 0.350 0.26
O 2.322 0.220 1.201 -0.98
O 0.245 0.628 -0.064 -0.76
P 1.272 -0.528 0.186 1.21
H -3.600 -0.341 1.202 0.25
H 2.366 1.171 1.061 0.49
H 1.964 -0.244 -1.025 -0.12

***

Arrangement two

8
Properties=species:S:1:pos:R:3:nbo_charge:R:1 method="wB97M-V/def2-TZVPD" homo_lumo_gap_ev=8.58 homo_ev=-8.523 e_lumo_ev=0.059
C -0.955 0.216 -0.435 -0.34
C 1.134 1.032 -0.115 0.64
O 0.031 1.126 -0.859 -0.49
O 1.258 0.225 0.802 -0.60
P -0.966 -0.219 1.243 0.48
H -1.505 -0.356 -1.112 0.21
H 1.966 1.642 -0.641 0.16
H -0.183 0.617 1.888 -0.06

***

Stability, highest: arrangement two

***

Arrangement one

10
Properties=species:S:1:pos:R:3:nbo_charge:R:1 method="wB97M-V/def2-TZVPD" smiles="FCC1=C(F)C1(F)F" homo_lumo_gap_ev=11.55 homo_ev=-11.023 e_lumo_ev=0.523
C 0.002 0.087 0.048 -0.14
C -1.102 -0.684 0.003 0.37
C -1.306 0.764 0.045 0.61
C 1.624 -0.149 -0.098 0.04
F -1.612 -1.873 0.162 -0.26
F -1.809 1.463 1.104 -0.33
F -1.765 1.430 -1.064 -0.34
F 1.721 -1.534 0.000 -0.36
H 2.214 0.312 0.852 0.20
H 2.032 0.184 -1.053 0.20

***

Arrangement two

10
Properties=species:S:1:pos:R:3:nbo_charge:R:1 method="wB97M-V/def2-TZVPD" homo_lumo_gap_ev=8.79 homo_ev=-9.209 e_lumo_ev=-0.418
C 0.738 0.027 -0.698 -0.65
C 1.232 -1.144 0.167 0.41
C -0.310 0.536 0.251 0.22
C -1.551 0.008 0.319 0.70
F 2.461 -1.153 0.680 -0.32
F 0.073 1.558 1.012 -0.30
F -2.486 0.345 1.219 -0.30
F -1.967 -0.952 -0.449 -0.28
H 1.465 0.961 -0.833 0.23
H 0.344 -0.186 -1.667 0.27

***

Stability, highest: arrangement one